No. 1
{
  "formula": "C21H34BrCl4I2N3O5PS",
  "method": "ωB97M-V/def2-TZVPD",
  "species": ["C", "C", "O", "N", "C", "C", "C", "C", "C", "C", "C", "C", "C", "O", "Br", "C", "C", "O", "N", "O", "N", "S", "C", "P", "O", "C", "I", "C", "C", "I", "H", "H", "H", "H", "H", "H", "H", "H", "H", "H", "H", "H", "H", "H", "H", "H", "H", "H", "H", "H", "H", "H", "H", "H", "H", "H", "Cl", "C", "C", "Cl", "H", "H", "H", "H", "Cl", "C", "C", "Cl", "H", "H", "H", "H"],
  "coordinates": [[3.40502, 2.12801, 3.82957], [2.79294, 0.80684, 4.20775], [1.97197, 0.70075, 5.06857], [3.27921, -0.33636, 3.46851], [4.13366, -1.15188, 4.34651], [2.15987, -1.11970, 2.90592], [2.15096, -1.10953, 1.38054], [1.99985, 0.28517, 0.76268], [0.80940, 1.10495, 1.29201], [-0.56753, 0.48998, 1.04891], [-1.58375, 0.57397, 2.21154], [-1.64408, 1.94492, 2.90355], [-2.66562, 2.10476, 4.00082], [-2.51557, 1.68434, 5.08125], [-4.27690, 3.06145, 3.56436], [-2.82699, 0.14830, 1.50918], [-3.97304, -0.53184, 2.18161], [-4.26763, 0.03841, 3.42776], [-3.73606, -0.83654, 4.52010], [-4.03001, -0.41331, 5.53710], [-2.75117, 0.33428, 0.22536], [-3.99763, -0.13348, -0.88758], [-1.38435, 0.82636, -0.24593], [-0.94749, -0.52300, -1.49084], [-1.32158, -1.83325, -0.90174], [-1.48082, 2.26698, -0.76149], [-3.18946, 3.35276, -0.21891], [-0.53569, 2.85209, -1.51218], [0.71638, 2.18773, -2.04144], [-0.63120, 4.83840, -2.11926], [2.73810, 2.94300, 4.11782], [3.62933, 2.16994, 2.76161], [4.35491, 2.23665, 4.36408], [4.93030, -0.53065, 4.76271], [4.60380, -1.93337, 3.74471], [3.56913, -1.61161, 5.16670], [2.25058, -2.16102, 3.23862], [1.21516, -0.75035, 3.32125], [3.10256, -1.52733, 1.03111], [1.36835, -1.79737, 1.02968], [1.96633, 0.18542, -0.32594], [2.90549, 0.85968, 0.98988], [0.85255, 2.14325, 0.93427], [0.93496, 1.17815, 2.37932], [-0.42239, -0.59738, 0.95928], [-1.30165, -0.17925, 2.95716], [-1.69467, 2.75690, 2.17847], [-0.69640, 2.02834, 3.44930], [-4.86572, -0.54284, 1.55356], [-3.64931, -1.58115, 2.32521], [-4.20421, 1.14202, -1.25546], [0.40570, -0.37725, -1.77383], [-1.60971, -0.13159, -2.66053], [1.29971, 1.72420, -1.24448], [0.47164, 1.45387, -2.81797], [1.36132, 2.91030, -2.53832], [0.71997, -0.81592, -4.62572], [0.95701, -0.22794, -6.30272], [1.81396, 1.00722, -6.36693], [0.98696, 2.43072, -5.67205], [-0.02866, -0.05234, -6.72454], [1.43254, -1.04670, -6.83925], [2.02349, 1.24265, -7.40836], [2.75204, 0.87480, -5.83481], [0.63393, -4.00897, -6.16711], [-0.66962, -4.15070, -4.95738], [-1.68038, -5.20263, -5.33453], [-2.62916, -4.72392, -6.76506], [-1.13738, -3.17391, -4.86305], [-0.19818, -4.41386, -4.01173], [-2.38287, -5.33755, -4.51391], [-1.20213, -6.15306, -5.55531]],
  "atomic_forces_ev_per_a": [[0.054, 0.081, -0.096], [0.681, 0.113, -0.431], [-0.790, 0.009, 0.426], [-0.237, -0.022, -0.140], [0.179, 0.007, -0.162], [0.129, -0.307, 0.134], [0.080, 0.028, -0.019], [0.009, 0.097, 0.115], [-0.019, 0.278, 0.118], [0.186, -0.372, -0.056], [0.217, -0.066, -0.034], [0.573, 0.351, -0.022], [-0.201, 0.145, -0.808], [0.334, -0.313, 1.207], [-0.128, 0.464, -0.217], [-0.180, 0.108, -0.474], [-0.135, -0.264, 0.088], [0.067, -0.146, -0.121], [-0.086, -0.171, 0.295], [-0.031, -0.198, -0.237], [0.231, -0.115, 0.481], [0.178, -0.131, -0.055], [-0.309, -0.115, 0.140], [-0.295, -0.374, 0.170], [0.026, 0.185, -0.117], [0.292, -0.066, -0.063], [-0.064, 0.225, 0.106], [0.104, -0.152, -0.047], [0.025, -0.051, -0.110], [-0.080, 0.156, -0.046], [0.158, -0.089, 0.070], [-0.018, -0.034, 0.138], [-0.082, 0.024, -0.045], [-0.067, -0.053, -0.008], [-0.055, 0.072, 0.097], [0.031, 0.058, -0.026], [-0.070, 0.160, -0.007], [0.021, -0.131, -0.038], [-0.148, 0.033, 0.008], [0.058, 0.123, 0.022], [0.031, -0.024, 0.090], [-0.094, -0.099, -0.076], [-0.036, -0.189, -0.009], [-0.038, 0.055, -0.153], [0.067, 0.137, -0.007], [-0.254, 0.084, 0.042], [-0.150, -0.077, 0.047], [-0.052, 0.079, -0.179], [0.066, 0.064, 0.082], [-0.018, 0.137, -0.146], [-0.182, 0.080, -0.054], [0.115, 0.069, 0.053], [0.086, 0.084, -0.100], [-0.136, -0.009, -0.129], [0.029, 0.093, 0.123], [-0.060, -0.033, 0.124], [0.024, 0.134, 0.090], [-0.044, -0.089, -0.154], [0.010, -0.008, 0.026], [-0.001, -0.003, 0.041], [-0.015, -0.001, 0.041], [0.018, -0.005, 0.028], [-0.012, -0.008, -0.005], [-0.009, 0.011, 0.017], [0.009, -0.021, -0.051], [0.013, 0.009, 0.075], [-0.018, -0.014, 0.010], [-0.007, 0.000, -0.001], [0.015, 0.007, -0.025], [0.001, -0.019, -0.012], [0.001, 0.003, -0.001], [0.002, 0.007, -0.026]],
  "total_charge": 1,
  "orbital_gap_ev": 7.42
}

***

No. 2
{
  "formula": "C21H34FNOP2Pb",
  "method": "ωB97M-V/def2-TZVPD",
  "species": ["Pb", "P", "P", "N", "H", "C", "H", "H", "H", "C", "H", "H", "H", "C", "H", "H", "H", "C", "H", "H", "H", "C", "H", "H", "H", "C", "H", "H", "H", "C", "C", "C", "C", "C", "C", "H", "H", "H", "H", "H", "C", "O", "C", "H", "H", "H", "C", "H", "H", "H", "F", "C", "C", "C", "C", "C", "C", "H", "H", "H", "H"],
  "coordinates": [[0.13904, -1.11566, 0.16478], [2.88146, -0.69882, -0.35622], [-2.76423, -0.22050, 0.02352], [-0.27017, 0.67898, -1.71222], [0.81868, -1.90315, 1.27613], [3.80650, -2.05367, -1.15723], [4.88190, -1.86855, -1.06555], [3.51662, -2.09997, -2.21229], [3.54602, -3.00357, -0.67632], [3.77292, -0.47201, 1.23398], [4.85478, -0.47026, 1.04209], [3.50548, -1.29295, 1.91356], [3.46570, 0.47871, 1.69001], [3.36887, 0.77284, -1.30614], [4.44722, 0.73721, -1.50828], [3.12734, 1.68049, -0.74084], [2.80545, 0.78919, -2.24679], [-3.80454, -1.55719, -0.68201], [-4.86170, -1.39959, -0.43664], [-3.46048, -2.51523, -0.27691], [-3.67105, -1.55792, -1.76917], [-3.51508, -0.08003, 1.70866], [-4.61698, -0.08226, 1.63353], [-3.16962, 0.85231, 2.18428], [-3.17622, -0.93828, 2.31317], [-3.45411, 1.26110, -0.79962], [-4.54016, 1.33916, -0.65707], [-3.21451, 1.19831, -1.86628], [-2.95610, 2.14893, -0.39407], [-0.22387, 1.44522, -2.75372], [0.00874, 1.73726, -5.24483], [-0.11311, 0.89971, -4.11545], [-0.26521, 2.91573, -2.67511], [-0.12992, 3.71531, -3.81408], [0.00997, 3.14432, -5.07802], [0.09941, 1.29779, -6.21909], [-0.11155, -0.16314, -4.21103], [-0.38646, 3.34507, -1.70053], [-0.13626, 4.79891, -3.70066], [0.11779, 3.77984, -5.96775], [-0.75699, -3.33146, 1.86600], [-1.73068, -2.75993, 1.37922], [-0.04824, -4.52463, 1.21265], [0.10603, -5.27973, 1.98615], [0.91613, -4.34331, 0.73597], [-0.75975, -4.91241, 0.49062], [-0.49675, -3.19242, 3.38369], [-1.43781, -3.61797, 3.78292], [-0.37586, -2.16108, 3.75586], [0.34591, -3.80144, 3.75733], [0.67174, 3.98668, 4.04999], [0.48478, 2.89430, 3.25044], [0.82532, 3.07516, 1.84250], [0.62870, 1.92954, 1.04666], [0.21290, 0.77152, 1.53062], [-0.16854, 0.61798, 2.90642], [0.01749, 1.73224, 3.72703], [1.18752, 4.00724, 1.47472], [0.83355, 2.04846, -0.06149], [-0.54812, -0.29945, 3.23950], [-0.23990, 1.63708, 4.80341]],
  "atomic_forces_ev_per_a": [[-2.534, 3.389, -5.094], [-0.111, 0.304, 0.550], [-0.289, 0.016, 0.409], [-0.387, 1.199, 0.385], [2.813, -3.456, 4.792], [-0.012, 0.090, 0.024], [-0.082, -0.151, -0.124], [0.103, -0.059, 0.160], [0.108, 0.162, -0.112], [0.154, -0.076, -0.230], [-0.143, 0.052, 0.250], [0.124, 0.243, -0.173], [0.047, -0.262, -0.112], [0.258, -0.010, -0.180], [-0.173, 0.186, -0.061], [0.030, -0.222, -0.099], [0.170, 0.045, 0.140], [0.041, 0.058, -0.039], [0.111, -0.074, -0.120], [-0.128, 0.216, -0.114], [-0.074, -0.081, 0.133], [-0.002, 0.014, -0.038], [0.370, 0.047, 0.142], [-0.145, -0.327, -0.134], [-0.198, 0.367, -0.240], [-0.075, 0.018, -0.004], [0.172, 0.059, -0.085], [-0.099, 0.069, 0.128], [-0.125, -0.117, -0.062], [0.236, 0.134, -1.697], [-0.197, -0.182, 2.107], [0.188, 1.737, -0.658], [0.183, -0.449, -0.894], [-0.193, -0.571, 1.070], [0.087, -0.493, -0.788], [0.028, -0.080, -0.315], [0.009, -0.548, -0.080], [-0.026, 0.214, 0.327], [-0.020, -0.248, -0.039], [-0.063, -0.260, 0.494], [-0.326, -0.502, 1.355], [1.047, -0.732, 0.206], [-0.779, 0.165, 0.053], [0.017, 0.017, -0.038], [-0.173, 0.368, 0.089], [0.139, -0.158, -0.320], [-0.124, -0.137, -0.135], [0.429, 0.247, 0.217], [-0.210, -0.528, -0.388], [-0.349, 0.313, -0.359], [-0.200, -0.626, 0.052], [1.638, 2.637, -3.651], [-1.235, -1.919, 2.783], [1.632, 4.142, -2.093], [-1.757, -4.199, 1.728], [1.651, 2.442, -2.583], [-1.304, -2.091, 2.291], [0.155, 0.508, -0.138], [-0.172, -0.265, 1.387], [-0.446, -0.939, 0.663], [0.216, 0.305, -0.739]],
  "orbital_gap_ev": [5.46, 5.23]
}

***

No. 3
{
  "formula": "C21H34GeMoN4OSSeSi",
  "method": "ωB97M-V/def2-TZVPD",
  "species": ["Mo", "N", "C", "S", "N", "N", "C", "C", "C", "C", "C", "C", "C", "C", "C", "C", "C", "C", "N", "H", "H", "H", "H", "H", "H", "H", "H", "H", "H", "H", "C", "Ge", "C", "C", "C", "Se", "C", "H", "H", "H", "H", "H", "H", "H", "H", "H", "H", "H", "H", "H", "H", "C", "Si", "C", "C", "O", "H", "H", "H", "H", "H", "H", "H", "H", "H"],
  "coordinates": [[-0.01136, 0.36589, -0.24841], [3.96945, -1.43532, -0.31824], [2.66429, -1.17822, -0.34239], [2.08326, 0.17163, 0.67151], [1.86171, -1.91465, -1.04871], [0.54792, -1.53281, -0.90478], [-0.37460, -2.34833, -1.32187], [-0.11488, -3.62177, -1.99748], [0.71774, -3.66269, -3.11776], [0.93178, -4.86306, -3.76945], [0.35216, -6.03065, -3.28728], [-0.45675, -5.99900, -2.15971], [-0.70636, -4.79519, -1.52308], [-1.75129, -1.89389, -1.03537], [-2.86832, -2.53756, -1.52009], [-4.13015, -2.05365, -1.18231], [-4.22766, -0.93745, -0.37642], [-3.06097, -0.32448, 0.05120], [-1.84435, -0.77654, -0.26600], [4.60040, -0.87421, 0.22650], [4.33073, -2.23300, -0.81747], [1.18752, -2.75672, -3.47607], [1.55993, -4.89265, -4.64914], [0.53451, -6.96992, -3.79184], [-0.89465, -6.91093, -1.77794], [-1.33465, -4.77379, -0.64063], [-2.75345, -3.39961, -2.16016], [-5.01890, -2.54848, -1.55053], [-5.18483, -0.53087, -0.08351], [-3.09349, 0.56129, 0.66158], [-0.39344, 3.88643, 4.88141], [0.82706, 2.36856, 4.80029], [2.57448, 2.89888, 4.13423], [0.89986, 1.39057, 6.47412], [0.14522, 1.04625, 3.44679], [-0.45750, 1.91115, 1.79964], [-2.31144, 2.17262, 2.31134], [0.06013, 4.66790, 5.49143], [-1.34094, 3.61199, 5.34611], [-0.58112, 4.31901, 3.89743], [2.98231, 3.70194, 4.74741], [2.51191, 3.26097, 3.10664], [3.26820, 2.05860, 4.16895], [1.30514, 2.03127, 7.25717], [1.54160, 0.51419, 6.38734], [-0.09559, 1.06924, 6.77961], [-0.69167, 0.44422, 3.80046], [0.95429, 0.37659, 3.16337], [-2.31220, 2.88380, 3.13307], [-2.75172, 1.23657, 2.64596], [-2.84784, 2.59756, 1.46647], [-0.98363, 2.92912, -3.80126], [0.56911, 2.19415, -3.13557], [1.19862, 0.72393, -4.06046], [1.86019, 3.40354, -2.62741], [0.05013, 1.45731, -1.59233], [-0.75429, 3.55312, -4.66849], [-1.46640, 3.56951, -3.06093], [-1.69298, 2.16484, -4.12209], [1.50785, 1.02529, -5.06465], [0.42571, -0.03936, -4.17587], [2.06771, 0.28247, -3.56783], [2.34053, 3.81966, -3.51690], [2.63816, 2.92885, -2.02669], [1.43782, 4.23592, -2.06290]],
  "atomic_forces_ev_per_a": [[0.187, 0.023, 0.191], [0.016, 0.015, 0.003], [-0.074, -0.046, 0.019], [0.012, -0.006, -0.021], [0.063, 0.116, 0.057], [-0.033, -0.065, -0.125], [0.054, -0.061, -0.011], [0.014, -0.013, -0.002], [0.014, 0.012, 0.003], [-0.010, -0.017, 0.003], [0.009, 0.008, -0.013], [-0.005, 0.001, 0.010], [-0.015, 0.000, 0.004], [-0.035, -0.064, 0.043], [-0.016, -0.013, -0.011], [-0.003, 0.007, 0.009], [-0.015, -0.022, -0.005], [0.053, 0.047, 0.010], [-0.154, -0.064, -0.100], [0.006, 0.000, -0.002], [-0.002, -0.003, 0.007], [-0.008, -0.009, 0.000], [-0.001, -0.002, 0.002], [0.000, 0.001, 0.001], [0.001, 0.002, 0.000], [0.009, -0.006, 0.002], [-0.006, 0.006, 0.004], [0.004, -0.001, -0.002], [0.005, 0.009, -0.002], [-0.004, 0.040, 0.006], [-0.011, -0.016, -0.005], [-0.025, 0.021, -0.013], [0.013, -0.007, -0.027], [0.013, -0.009, 0.018], [-0.016, 0.031, 0.025], [0.032, -0.026, -0.063], [-0.011, -0.054, 0.067], [-0.005, -0.011, 0.018], [-0.009, 0.011, -0.016], [0.008, 0.004, -0.006], [0.007, -0.003, -0.002], [0.003, 0.010, 0.004], [0.008, 0.007, -0.008], [-0.001, -0.006, 0.002], [-0.003, -0.003, 0.008], [0.004, -0.004, 0.006], [-0.007, 0.004, -0.010], [0.008, -0.013, 0.011], [0.036, 0.032, -0.009], [-0.016, -0.001, -0.019], [-0.009, 0.010, 0.007], [-0.024, 0.014, -0.009], [0.012, -0.018, 0.116], [0.037, 0.007, -0.075], [0.043, 0.026, -0.035], [-0.141, 0.128, -0.120], [-0.002, -0.015, -0.008], [0.004, 0.007, -0.010], [-0.005, 0.007, 0.009], [0.007, -0.019, 0.006], [0.000, 0.003, 0.011], [-0.013, -0.012, 0.010], [-0.001, 0.008, 0.014], [-0.002, 0.003, 0.006], [0.000, -0.011, 0.014]],
  "total_charge": 2,
  "orbital_gap_ev": 6.83
}

***

The following calculated total energy values (in eV) correspond, in order, to the records above: -193483.7055; -52402.0002; -172757.2312.
The following molecular weight values (in g/mol) correspond, in order, to the records above: 947.1; 604.7; 666.2.
The following strongest force on any atom values (in Eh/bohr) correspond, in order, to the records above: 0.025; 0.129; 0.005.